(1)
{
  "formula": "CH3F2PS",
  "method": "ωB97M-V/def2-TZVPD",
  "e_lumo_ev": -0.261,
  "multiplicity": 1,
  "gap_ev": 8.1,
  "fmax_ev_per_a": 4.30,
  "e_tot_ha": -979.04960,
  "elements": ["C", "F", "F", "P", "S", "H", "H", "H"],
  "coordinates": [[-0.6843, -0.1034, 0.6157], [0.0365, 0.9167, -1.3539], [-1.0718, -0.1068, 1.9142], [0.8141, 0.6182, 0.1729], [-0.7813, -1.6805, -0.0758], [1.4216, 1.7116, 0.8169], [1.6997, 0.0551, -0.8360], [-1.4344, -1.4109, -1.2542]],
  "forces_ev_per_angstrom": [[1.207, 0.311, 1.804], [1.048, 1.192, 0.836], [-0.349, 0.208, 0.498], [-1.362, -0.940, -3.967], [-0.741, -1.062, -1.318], [-0.576, 0.179, -0.188], [0.553, 0.079, 1.539], [0.219, 0.034, 0.795]],
  "nbo_charge": [-0.28, -0.62, -0.35, 1.06, 0.02, 0.01, 0.00, 0.15]
}


(2)
{
  "formula": "C4H10N2",
  "method": "ωB97M-V/def2-TZVPD",
  "e_lumo_ev": 1.174,
  "multiplicity": 1,
  "smiles": "C=NCCCN",
  "gap_ev": 10.1,
  "fmax_ev_per_a": 2.77,
  "e_tot_ha": -267.84848,
  "elements": ["C", "N", "C", "C", "C", "N", "H", "H", "H", "H", "H", "H", "H", "H", "H", "H"],
  "coordinates": [[2.6956, -1.2234, 0.2238], [1.7498, -0.3895, 0.1713], [0.4305, -0.8626, -0.1892], [-0.6468, -0.1161, 0.6263], [-0.9972, 1.2858, 0.0452], [-2.3722, 1.2616, -0.4800], [3.7192, -1.0990, 0.5811], [2.5890, -2.1650, -0.3320], [0.3009, -1.9460, -0.0865], [0.2371, -0.5274, -1.2006], [-1.4727, -0.7544, 0.9280], [-0.0903, 0.0635, 1.5735], [-0.5793, 2.0133, 0.7341], [-0.3380, 1.4115, -0.8379], [-2.8543, 2.1368, -0.3384], [-2.3711, 0.9111, -1.4187]],
  "forces_ev_per_angstrom": [[-0.238, -0.683, -1.551], [0.738, 0.161, 1.437], [-0.927, 0.372, -0.446], [1.981, 0.494, 1.511], [0.856, -2.147, -1.527], [0.203, 0.721, 1.725], [-0.308, 0.917, 0.125], [-0.226, -0.496, 0.583], [0.259, 0.029, -0.180], [0.166, -0.459, -0.672], [-0.368, 0.196, -0.553], [-0.561, -0.056, -0.186], [-1.318, 0.633, 0.174], [0.075, 0.031, 0.402], [-0.101, -0.085, -0.546], [-0.231, 0.372, -0.297]],
  "nbo_charge": [-0.05, -0.40, -0.25, -0.42, -0.23, -0.86, 0.17, 0.13, 0.18, 0.19, 0.22, 0.21, 0.21, 0.16, 0.37, 0.36]
}